Record 1
C16H36InO13 | the ωB97M-V functional and the def2-TZVPD basis

Last column: Mulliken charge in e.
Positions of all 66 atoms, in Å:
C -4.27696 1.97996 -2.65434  -0.6132
O -4.84241 1.54111 -1.42795  -0.4643
C -3.99990 0.69916 -0.64747  -0.2266
C -2.98384 1.42100 0.21416  -0.4392
C -1.73144 1.93376 -0.50786  -1.1780
In -0.36136 0.33690 -1.26637  0.6194
H -5.06702 2.06367 -3.39804  0.2449
H -3.51946 1.28396 -3.00360  0.2706
H -3.83830 2.96900 -2.53822  0.2381
H -3.52316 -0.05286 -1.28015  0.2471
H -4.68237 0.16035 0.01458  0.2390
H -2.67138 0.74636 1.01012  0.2930
H -3.51056 2.25552 0.68710  0.3226
H -1.15232 2.50604 0.21681  0.4058
H -1.97515 2.64106 -1.29217  0.2481
H -1.15864 -0.86924 -2.31164  -0.4346
H 0.99342 1.14499 -2.11702  -0.3471
H 0.36102 -0.44408 0.19106  -0.3857
C 0.23235 -5.92598 0.23449  -0.6494
O -0.60572 -4.85797 -0.19541  -0.2765
C -1.66799 -4.64173 0.58205  0.7983
O -1.95713 -5.28005 1.56636  -0.5932
O -2.33943 -3.61050 0.09096  -0.2441
C -3.49077 -3.22525 0.84143  -0.3877
H 1.04480 -5.98235 -0.48448  0.2137
H 0.63738 -5.72347 1.22452  0.2928
H -0.31428 -6.86819 0.24293  0.2878
H -3.21056 -2.92736 1.85050  0.2203
H -4.21752 -4.03634 0.87524  0.3290
H -3.91653 -2.37252 0.32089  0.0217
C -2.65646 -3.64719 5.28340  -0.6207
O -2.85333 -2.63365 6.27475  -0.3319
C -3.16389 -1.44112 5.76168  0.8044
O -3.31554 -1.19339 4.59581  -0.5282
O -3.28524 -0.56900 6.76732  -0.3399
C -3.60940 0.75754 6.34299  -0.6124
H -2.43020 -4.56631 5.81590  0.2499
H -3.55867 -3.78460 4.69107  0.2838
H -1.82311 -3.39192 4.63251  0.2999
H -4.56494 0.77207 5.82252  0.2832
H -2.83089 1.15543 5.69542  0.3028
H -3.67624 1.35817 7.24585  0.2052
C 6.03002 2.45691 -4.72271  -0.7146
O 4.73629 2.12996 -4.22532  -0.2160
C 3.98080 1.40992 -5.06249  0.6887
O 4.31478 1.04598 -6.16382  -0.5824
O 2.82572 1.16278 -4.46063  -0.0838
C 1.90058 0.39422 -5.23440  -0.6038
H 6.51881 3.03036 -3.93991  0.2167
H 6.60490 1.55476 -4.92563  0.3172
H 5.95535 3.05941 -5.62688  0.2872
H 2.32226 -0.58160 -5.46920  0.3006
H 1.65959 0.92632 -6.15374  0.2892
H 0.99943 0.26217 -4.63980  0.1014
C 5.98976 4.16373 1.84323  -0.6330
O 6.02222 3.23333 0.76585  -0.3392
C 4.80355 2.79209 0.39393  0.7464
O 3.76775 3.13350 0.89966  -0.5449
O 4.96524 1.94241 -0.60632  -0.3328
C 3.74629 1.36710 -1.13416  -0.6410
H 7.02301 4.43743 2.04318  0.2072
H 5.42362 5.05288 1.56991  0.2882
H 5.55436 3.71080 2.73258  0.2918
H 3.09370 2.13506 -1.53295  0.3085
H 3.22319 0.78772 -0.37708  0.4506
H 4.05190 0.71178 -1.94101  0.1488

The LUMO energy is 2.52 eV. The frontier orbital gap comes out at 7.00 eV. The total charge is -1.



Record 2
C16H36N4O16Zr | the ωB97M-V functional and the def2-TZVPD basis

Last column: Mulliken charge in e.
Positions of all 73 atoms, in Å:
Zr -2.71562 1.80947 1.55765  1.5060
O -1.81417 -0.13380 1.03282  -0.5601
C -0.52185 -0.07358 0.42872  1.2752
C 0.15560 1.35606 0.44492  0.0420
O -0.69507 2.36885 0.89507  -0.8430
H -0.79572 -0.33623 -0.59992  -0.6639
H 0.09942 -0.84196 0.89868  -0.1439
H 0.41351 1.48031 -0.61216  0.1561
H 1.09280 1.31850 1.01028  0.1133
O -5.33552 0.48772 -0.46697  -0.7695
C -4.62611 0.84955 -1.55423  -0.0184
C -3.62522 1.96403 -1.22553  0.5779
O -3.87989 2.81418 -0.13191  -0.7938
H -5.29449 1.30295 -2.31350  0.3531
H -4.05725 0.04630 -2.05488  -0.0976
H -3.14872 2.47706 -2.07110  0.4006
H -2.75207 1.42731 -0.81671  -0.6154
C -1.67207 -1.94187 -3.45893  -0.5495
N -1.66942 -3.32338 -2.93937  0.8920
O -1.85990 -4.18586 -3.77162  -0.5362
O -1.48364 -3.54223 -1.75915  -0.4814
H -0.95282 -1.88729 -4.27162  0.3283
H -1.40809 -1.21438 -2.69877  0.0169
H -2.67103 -1.77218 -3.85162  0.2888
C 1.43417 -3.64452 -0.27038  -0.4805
N 2.88338 -3.56820 -0.63256  0.8650
O 3.22904 -4.09840 -1.66484  -0.5392
O 3.58193 -2.81763 0.02471  -0.5801
H 1.44528 -3.96442 0.76830  0.2637
H 0.96636 -4.48348 -0.77849  0.3509
H 0.97390 -2.70223 -0.53529  0.1115
C -3.06529 -3.19705 1.00510  -0.3942
N -3.54949 -4.58832 0.87033  0.9915
O -3.26898 -5.38450 1.74813  -0.5881
O -4.18977 -4.86822 -0.12371  -0.5523
H -3.78737 -2.54412 0.52743  0.2882
H -2.08204 -3.12303 0.54611  0.0205
H -2.89994 -3.03478 2.06601  0.2176
C 3.14742 -1.10249 2.66463  -0.6834
N 1.89585 -1.72191 3.19081  0.9748
O 1.32636 -1.07748 4.06860  -0.5727
O 1.49646 -2.78262 2.78164  -0.5211
H 2.92830 -0.15065 2.19941  0.2188
H 3.62134 -1.86893 2.06105  0.3077
H 3.78722 -0.96340 3.53451  0.3042
O -1.84138 1.23964 3.47939  -0.6184
C -1.16215 0.90394 4.45453  0.7844
O -0.05098 1.44879 4.83261  -0.2464
C 0.61088 2.46480 3.99156  0.3206
C 1.40583 3.35233 4.92287  -1.3815
C -1.56520 -0.32699 5.23422  -0.9379
H -0.14993 2.99776 3.43269  0.3138
H 1.28941 1.83516 3.41947  -0.0787
H 1.71003 4.26657 4.41924  0.4010
H 2.24797 2.80043 5.33596  0.3414
H 0.79159 3.64208 5.77848  0.3318
H -2.27250 -0.05173 6.01832  0.3317
H -0.67429 -0.81264 5.61283  0.3471
H -2.13557 -0.93348 4.53350  0.2080
O 3.43660 1.46188 -5.32551  -0.5574
C 2.96024 2.57036 -5.41978  0.7575
O 2.33125 3.20649 -4.44772  -0.3866
C 2.19512 2.56333 -3.18809  -0.0292
C 3.50266 2.51616 -2.41474  -1.1740
C 3.00362 3.34021 -6.71797  -1.0305
H 1.78506 1.56096 -3.33073  0.2224
H 1.44067 3.11889 -2.63406  0.3118
H 4.13333 1.66447 -2.67428  0.3260
H 3.39111 2.43959 -1.33050  0.3331
H 4.12778 3.39595 -2.58102  0.3328
H 2.14785 3.03103 -7.32563  0.2690
H 3.89783 3.15390 -7.29776  0.3199
H 2.78636 4.38700 -6.49953  0.3078

The LUMO energy is -1.95 eV. Its energy relative to the best compared isomer or geometry (same formula, charge and spin) is 0.0 kcal per mole. The frontier orbital gap comes out at 4.78 eV. The total charge is 0.



Record 3
C16H37AuNSi4 | the ωB97M-V functional and the def2-TZVPD basis

Last column: Mulliken spin population.
Positions of all 59 atoms, in Å:
C -0.26552 1.72156 -4.80831  -0.0313
C 1.07393 1.35613 -4.41576  0.0642
C 1.19042 1.50789 -2.97252  -0.0093
C -0.19231 1.86579 -2.46053  0.0381
C -1.02172 2.03274 -3.63081  0.0189
Au 0.10030 -0.34773 -2.69816  -0.0386
N -1.85237 -0.80588 -0.08857  0.2843
C 0.51540 -2.16116 -2.74673  0.0474
C 1.88055 -1.79246 -2.84651  0.5620
H 2.08794 1.70292 -2.43070  0.0121
H 1.87624 1.07048 -5.07756  0.0079
H -0.32771 2.39066 -1.54631  -0.0021
H -2.02372 2.43112 -3.61849  0.0008
H -0.61687 1.81613 -5.82757  -0.0005
H 2.29867 -1.54280 -3.88580  -0.0307
H -0.05911 -2.67808 -1.88957  0.0130
H -2.25477 -0.85011 -1.12528  -0.0095
H 2.57590 -1.94852 -1.88131  -0.0383
H -0.53864 -1.87974 -3.59622  0.0136
C 3.19183 0.32598 0.11718  0.0507
Si 1.63617 0.96624 0.97087  0.0412
C 2.01867 0.87251 2.83338  0.0246
C 1.58031 2.83811 0.68564  0.0084
Si -0.14844 -0.31419 0.19944  0.4855
Si -0.02417 -2.33432 1.54310  0.0218
C 0.13840 -2.07055 3.39550  0.0001
C -1.54147 -3.38720 1.21677  0.0207
C 1.51384 -3.11141 0.79931  0.0393
Si -2.10737 0.89669 1.08707  0.1968
C -2.11247 0.90646 2.98562  0.1137
C -2.17437 2.71512 0.55809  0.0803
C -3.66321 0.04231 0.46018  0.0656
H 4.03195 0.96431 0.43243  0.0019
H 3.12473 0.37162 -0.97636  -0.0090
H 3.43722 -0.70363 0.40418  0.0011
H 2.77621 1.64166 3.05964  0.0029
H 1.15193 1.07663 3.47429  -0.0071
H 2.44725 -0.09140 3.13453  -0.0002
H 1.51839 3.11780 -0.37269  -0.0003
H 0.76085 3.33486 1.21894  0.0004
H 2.51947 3.26114 1.08085  0.0005
H -0.71122 -1.51847 3.81985  -0.0008
H 0.14824 -3.08626 3.82494  -0.0006
H 1.07046 -1.56117 3.67227  0.0003
H -1.79000 -3.42049 0.14712  -0.0062
H -1.31238 -4.41436 1.53857  0.0026
H -2.42504 -2.98753 1.73377  -0.0011
H 1.45531 -3.26568 -0.28554  -0.0098
H 2.42163 -2.53962 1.03111  -0.0037
H 1.59719 -4.09347 1.28555  0.0009
H -1.21096 1.35779 3.42436  -0.0142
H -2.97548 1.52385 3.28506  -0.0033
H -2.25069 -0.09752 3.40522  -0.0019
H -2.25682 2.81788 -0.53101  0.0003
H -3.08798 3.13472 1.00999  -0.0083
H -1.32495 3.31595 0.90599  -0.0073
H -3.70448 0.12117 -0.64286  -0.0065
H -3.64767 -1.03165 0.72742  0.0032
H -4.51749 0.53721 0.88688  0.0151

The LUMO energy (spin up / spin down) is 2.98 / 2.79 eV. Its energy relative to the best compared isomer or geometry (same formula, charge and spin) is 69.1 kcal per mole. The multiplicity is 3. The frontier orbital gap (spin up / spin down) comes out at 4.69 / 6.32 eV. As for the expectation value of S²: 2.030. The total charge is -1.



Number 1: energy -48965.5374 eV. Number 2: energy -57161.6442 eV. Number 3: energy -53878.1783 eV.